Entry P
Computed, not measured: C4H8HoO3 as an isolated structure, with ωB97M-V/def2-TZVPD.

Structure (XYZ):
```
16
Properties=species:S:1:pos:R:3
C 3.27429 0.45531 -1.33612
C 2.56246 1.07407 -0.16101
O 1.59313 0.07708 0.28408
H 3.94617 1.19914 -1.78169
H 3.85058 -0.42830 -1.03623
H 2.53589 0.15621 -2.09026
H 2.03247 1.99464 -0.43309
H 3.22150 1.24189 0.69796
Ho -0.26063 -1.48836 -0.33391
O 0.47055 0.71067 0.78287
O -1.36432 0.40723 0.57316
C -1.58920 1.20489 1.57705
C -0.46968 2.00068 1.89509
H -0.14584 1.99730 2.93945
H -2.38734 0.99958 2.29839
H -0.35257 2.86408 1.22989
```

The value obtained for the HOMO energy (spin up / spin down) is -23.414 / -22.562 eV. Its gap between HOMO and LUMO (spin up / spin down) is 0.28401 / 0.22214 hartree. The charge is +3. For the LUMO energy (spin up / spin down), the calculation gives -15.69 / -16.52 eV. As for the expectation value of S²: 6.01. Its multiplicity is 5.

---

Entry Q
Computed, not measured: C4H8HoO3 as an isolated structure, with ωB97M-V/def2-TZVPD.

Structure (XYZ):
```
16
Properties=species:S:1:pos:R:3
C -1.68117 2.20995 0.84075
C -0.29973 1.60818 0.82257
O -0.43597 0.19880 1.11957
H -1.59607 3.27905 0.60797
H -2.33185 1.73054 0.09844
H -2.13284 2.10367 1.83536
H 0.34604 2.03205 1.60638
H 0.20233 1.69466 -0.14981
Ho 1.37187 -2.54620 2.04034
O 0.61897 -0.48133 0.72428
O 1.93691 -2.37140 -0.18344
C 1.46040 -2.39186 -1.38421
C 0.53137 -1.44582 -1.77423
H 0.74625 -0.85403 -2.66676
H 1.78285 -3.20699 -2.03985
H -0.51936 -1.55926 -1.49738
```

The value obtained for the HOMO energy (spin up / spin down) is -22.371 / -22.070 eV. Its gap between HOMO and LUMO (spin up / spin down) is 0.20067 / 0.19767 hartree. The charge is +3. For the LUMO energy (spin up / spin down), the calculation gives -16.91 / -16.69 eV. As for the expectation value of S²: 6.01. Its multiplicity is 5.

---

Stability summary: most stable entry Q, least stable entry P.

---

Entry P
Computed, not measured: one molecule with the formula C5H7NOS, with ωB97M-V/def2-TZVPD.

Structure (XYZ):
```
15
Properties=species:S:1:pos:R:3
C 0.17087 -2.97465 1.75671
C 1.53853 -2.52331 -0.22699
C 0.35797 -0.56235 -0.08454
C -1.28760 1.24249 -0.38370
C 0.17696 0.78286 -0.68842
N 0.92107 -2.83292 0.87811
O 1.15851 -1.34460 -0.75480
S 1.56241 1.56349 0.38499
H 0.14816 -2.74656 2.80509
H 2.30598 -3.03463 -0.78150
H -1.75328 0.24009 -0.31161
H -1.35328 1.97519 0.44025
H -1.76532 1.88943 -1.17970
H 0.71711 0.87107 -1.56339
H 1.02163 1.65114 1.55289
```

The value obtained for the HOMO energy is -7.470 eV. Its gap between HOMO and LUMO is 0.29592 hartree. For the LUMO energy, the calculation gives 0.58 eV.

---

Entry Q
Computed, not measured: one molecule with the formula C5H7NOS, with ωB97M-V/def2-TZVPD.

Structure (XYZ):
```
15
Properties=species:S:1:pos:R:3
C 0.79139 -1.62378 0.83809
C 1.34688 -0.79626 0.00080
C 2.06196 -0.00668 -0.72043
C -1.67289 -0.50170 0.02886
C -1.16176 0.83613 0.48053
N -0.55231 1.68002 -0.25837
O -0.27331 1.68121 -1.45989
S -0.99093 -1.66713 1.25139
H 1.23928 -2.39957 1.32195
H 2.24803 1.05037 -0.48426
H 2.37479 -0.39537 -1.71671
H -2.76830 -0.76297 -0.09481
H -1.36025 -0.64785 -1.06844
H -1.10732 1.08521 1.53908
H -0.17526 2.46834 0.34222
```

The value obtained for the HOMO energy is -8.437 eV. Its gap between HOMO and LUMO is 0.33528 hartree. For the LUMO energy, the calculation gives 0.69 eV.

---

Stability summary: most stable entry Q, least stable entry P.

---

Entry P
Computed, not measured: a 2-piece molecular cluster, C3H10N3O overall, with ωB97M-V/def2-TZVPD.

Structure (XYZ):
```
17
Properties=species:S:1:pos:R:3
C -1.62666 -0.16165 -0.62103
C -1.52809 -0.05617 0.89530
C 0.37379 0.81948 0.11470
N 1.45314 -1.50730 -0.03703
N 1.52487 1.51436 0.03134
N -0.35622 0.58788 -0.96669
O -0.19144 0.40683 1.23455
H -1.53874 -1.10897 -1.01043
H -2.58833 0.19572 -1.24676
H -2.26708 0.78379 1.24584
H -1.80652 -0.90578 1.54405
H 1.17628 -2.35757 -0.34827
H 2.50146 -1.58138 0.11597
H 2.08491 1.60897 -0.86774
H 1.92483 1.92690 0.86577
H 1.16118 -1.32293 0.86602
H -0.29739 1.15783 -1.81559
```

The value obtained for the HOMO energy is -14.111 eV. Its gap between HOMO and LUMO is 0.40946 hartree. The charge is +1. For the LUMO energy, the calculation gives -2.97 eV.

---

Entry Q
Computed, not measured: a 2-piece molecular cluster, C3H10N3O overall, with ωB97M-V/def2-TZVPD.

Structure (XYZ):
```
17
Properties=species:S:1:pos:R:3
C -0.17178 0.41590 2.12451
C 0.81719 1.09429 -1.99213
C 1.27079 1.09807 0.34169
N -1.57427 -0.89233 -0.36331
N -1.33653 -2.09071 -0.19288
N 0.34495 0.36203 0.74564
O 1.66659 1.51039 -0.84703
H -1.27763 0.50197 2.04976
H 0.20845 1.25512 2.62161
H 0.15517 -0.43920 2.72933
H 1.14876 1.63337 -2.97310
H -0.27494 1.35007 -1.93760
H 0.64257 0.01220 -2.13109
H 1.83859 1.62198 1.16710
H -1.00414 -0.50923 -1.14225
H -1.61729 -2.63912 0.64505
H -0.77472 -2.59967 -0.84656
```

The value obtained for the HOMO energy (spin up / spin down) is -13.704 / -13.705 eV. Its gap between HOMO and LUMO (spin up / spin down) is 0.27999 / 0.28009 hartree. The charge is +1. For the LUMO energy (spin up / spin down), the calculation gives -6.09 / -6.08 eV.

---

Stability summary: most stable entry P, least stable entry Q.

---

Entry P
Computed, not measured: one molecule with the formula C3H6O2Si, with ωB97M-V/def2-TZVPD.

Structure (XYZ):
```
12
Properties=species:S:1:pos:R:3
C 1.78454 0.92035 0.72791
C 1.49405 2.04204 1.33975
C -1.32216 -1.07959 -0.47242
O 1.19786 0.15661 -0.08936
O -1.01304 1.60511 0.40703
Si -0.42756 0.59738 -0.59863
H 2.98713 0.92391 0.84579
H 1.73697 2.42328 2.28233
H -2.29047 -0.97529 -0.80976
H -0.87625 -1.85658 -1.20953
H -1.33441 -1.34281 0.50305
H -0.29254 0.94896 -2.16140
```

The value obtained for the HOMO energy (spin up / spin down) is -9.306 / -9.306 eV. Its gap between HOMO and LUMO (spin up / spin down) is 0.25564 / 0.25573 hartree. For the LUMO energy (spin up / spin down), the calculation gives -2.35 / -2.35 eV.

---

Entry Q
Computed, not measured: a 2-piece molecular cluster, C3H6O2Si overall, with ωB97M-V/def2-TZVPD.

Structure (XYZ):
```
12
Properties=species:S:1:pos:R:3
C 2.47366 -0.34245 0.09343
C -1.16885 0.72686 -0.96525
C 1.36215 -1.07856 -0.52243
O 1.31826 -0.86114 0.75933
O -0.17011 0.28178 -1.50292
Si -1.75366 0.07369 0.72219
H 3.47969 -0.72540 0.40811
H 2.41118 0.64124 0.03499
H -1.82750 1.41625 -1.65877
H -1.90122 -1.42393 0.66168
H -3.18779 0.38638 0.35453
H -1.03581 0.90529 1.61512
```

The value obtained for the HOMO energy is -8.715 eV. Its gap between HOMO and LUMO is 0.33392 hartree. For the LUMO energy, the calculation gives 0.37 eV.

---

Entry R
Computed, not measured: one molecule with the formula C3H6O2Si, with ωB97M-V/def2-TZVPD.

Structure (XYZ):
```
12
Properties=species:S:1:pos:R:3
C 2.73614 -0.20535 -0.19101
C -1.03193 0.39168 -0.66327
C 1.32900 -0.45810 0.08824
O 2.26638 -0.69778 1.11081
O 0.13593 -0.05653 -0.03125
Si -2.53352 0.06984 0.33869
H 3.36041 -0.99042 -0.56118
H 3.14550 0.76925 -0.06404
H -0.78729 0.93715 -1.57841
H -1.94896 -0.96784 1.21164
H -3.62664 0.04735 -0.75543
H -3.04501 1.16076 1.09520
```

The value obtained for the HOMO energy (spin up / spin down) is -7.754 / -7.230 eV. Its gap between HOMO and LUMO (spin up / spin down) is 0.30577 / 0.26559 hartree. For the LUMO energy (spin up / spin down), the calculation gives 0.57 / 0.00 eV.

---

Stability summary: most stable entry P, least stable entry R.

---

Entry P
Computed, not measured: a 2-piece molecular cluster, C2H8S4 overall, with ωB97M-V/def2-TZVPD.

Structure (XYZ):
```
14
Properties=species:S:1:pos:R:3
C 0.12225 -2.51292 0.31614
S 1.84313 -2.01478 0.00345
S 2.83758 -2.06861 1.81123
H -0.48181 -1.61490 0.34444
H 0.02650 -3.13229 1.19975
H -0.09805 -3.16446 -0.52385
H 2.02790 -1.24455 2.49470
C -0.55053 2.78072 -0.07307
S -2.15470 2.22186 -0.71626
S -1.53442 0.64524 -1.90742
H 0.06650 3.01117 -0.93435
H -0.04271 2.03141 0.50813
H -0.73297 3.69016 0.49361
H -1.32866 1.37195 -3.01651
```

The value obtained for the HOMO energy is -8.585 eV. Its gap between HOMO and LUMO is 0.33130 hartree. For the LUMO energy, the calculation gives 0.43 eV.

---

Entry Q
Computed, not measured: a 2-piece molecular cluster, C2H8S4 overall, with ωB97M-V/def2-TZVPD.

Structure (XYZ):
```
14
Properties=species:S:1:pos:R:3
S 2.83921 2.49886 -1.91493
S 1.59797 2.82491 -0.27911
C 1.72420 1.23686 0.57441
H 3.91930 2.73755 -1.14104
H 0.89959 0.99603 1.26625
H 2.66738 1.26008 1.14578
H 1.79174 0.43866 -0.18382
S -3.85637 -3.05765 0.02989
S -2.39067 -2.13427 -1.15520
C -1.63819 -0.92332 -0.00370
H -3.18260 -3.80076 0.93340
H -1.59638 -1.38700 0.99623
H -2.16783 0.04079 0.07744
H -0.60734 -0.73075 -0.34558
```

The value obtained for the HOMO energy is -9.019 eV. Its gap between HOMO and LUMO is 0.34624 hartree. For the LUMO energy, the calculation gives 0.40 eV.

---

Stability summary: most stable entry P, least stable entry Q.

---

Entry P
Computed, not measured: a 2-piece molecular cluster, C3H6NO overall, with ωB97M-V/def2-TZVPD.

Structure (XYZ):
```
11
Properties=species:S:1:pos:R:3
C 1.52645 -0.57611 0.03591
C -2.42450 -0.29929 0.25556
C 0.83130 0.46443 -0.74926
N 1.27223 0.96626 0.33714
O -1.30128 -0.24412 -0.13188
H 1.12540 -1.31956 0.71079
H 2.53873 -0.85248 -0.27537
H -3.25288 -0.06081 -0.42099
H -2.52361 -0.53977 1.33300
H 0.53076 0.63665 -1.74628
H 1.67739 1.82481 0.65138
```

The value obtained for the HOMO energy is -14.542 eV. Its gap between HOMO and LUMO is 0.34860 hartree. The charge is +1. For the LUMO energy, the calculation gives -5.06 eV.

---

Entry Q
Computed, not measured: an isolated ion of composition C3H6NO and charge +1, with ωB97M-V/def2-TZVPD.

Structure (XYZ):
```
11
Properties=species:S:1:pos:R:3
C 0.09854 -0.11093 0.37684
C -0.06006 -0.89086 1.59701
C -0.15144 -0.52310 -1.13896
N 0.04320 0.41786 -2.02521
O -1.17303 -0.99192 2.26203
H -0.59528 0.84289 0.64941
H 1.09268 0.10528 0.21856
H 0.70230 -1.62021 2.09230
H -1.91203 -0.41030 2.11043
H -0.05366 0.29353 -3.03922
H 0.53854 1.35758 -1.72323
```

The value obtained for the HOMO energy (spin up / spin down) is -13.099 / -13.099 eV. Its gap between HOMO and LUMO (spin up / spin down) is 0.25193 / 0.25191 hartree. The charge is +1. For the LUMO energy (spin up / spin down), the calculation gives -6.24 / -6.24 eV.

---

Stability summary: most stable entry P, least stable entry Q.

---

Entry P
Computed, not measured: C3H6NO as an isolated structure, with ωB97M-V/def2-TZVPD.

Structure (XYZ):
```
11
Properties=species:S:1:pos:R:3
C 1.43790 0.27903 -0.40668
C -0.39353 0.81527 -0.71437
C -0.33625 -1.02100 1.07120
N 0.49094 -0.37153 -0.02866
O 2.30867 0.54927 -1.04325
H -1.36437 0.31185 -1.13334
H -0.53895 1.30340 0.26988
H -0.05093 1.57143 -1.46970
H -1.15544 -0.40518 0.82261
H -0.07335 -1.08777 2.10746
H -0.32469 -1.94477 0.52485
```

The value obtained for the HOMO energy is -16.985 eV. Its gap between HOMO and LUMO is 0.45985 hartree. The charge is +1. For the LUMO energy, the calculation gives -4.47 eV.

---

Entry Q
Computed, not measured: C3H6NO as an isolated structure, with ωB97M-V/def2-TZVPD.

Structure (XYZ):
```
11
Properties=species:S:1:pos:R:3
C -0.79528 -0.50680 -0.70471
C 1.27056 0.72276 -0.20900
C 0.19074 -0.88793 0.27702
N -0.12244 0.48796 0.21125
O 1.46424 -0.69982 -0.13858
H -0.48648 -0.27061 -1.72089
H -1.85439 -0.79692 -0.57503
H 1.40706 1.30067 -1.02790
H 1.68447 1.19549 0.66371
H -0.40747 -2.43399 1.77463
H -0.52215 0.97930 0.99410
```

The value obtained for the HOMO energy (spin up / spin down) is -15.287 / -15.198 eV. Its gap between HOMO and LUMO (spin up / spin down) is 0.32858 / 0.37475 hartree. The charge is +1. For the LUMO energy (spin up / spin down), the calculation gives -6.35 / -5.00 eV.

---

Stability summary: most stable entry P, least stable entry Q.